(1)
Formula: C26H32ClO4V
Source: OMol25
Level of theory: ωB97M-V with the def2-TZVPD basis set

Structure (XYZ):
```
64
Properties=species:S:1:pos:R:3:mulliken_charge:R:1
O -0.353 0.305 -1.011 -0.2958
C 0.794 -0.013 -1.853 -0.4676
C 0.242 0.849 -2.963 -0.5775
H 0.827 -1.080 -2.115 0.3311
H 1.711 0.341 -1.371 0.1391
C -0.906 1.194 -2.013 1.5827
H -0.141 0.258 -3.784 0.1639
H 0.895 1.649 -3.310 0.3629
C -2.260 0.626 -2.380 -1.6437
H -2.171 -0.446 -2.595 0.3725
H -2.690 1.129 -3.253 0.4332
H -2.938 0.773 -1.530 0.3279
C -0.947 2.646 -1.615 -1.4424
H 0.067 3.045 -1.490 0.3697
H -1.522 2.773 -0.691 -0.0502
H -1.446 3.215 -2.413 0.4783
V -0.106 0.528 1.831 1.1225
C 0.662 2.235 3.089 -0.4665
C 1.776 1.340 2.965 -0.5152
C 2.150 1.280 1.587 -0.8849
H 2.311 0.890 3.797 0.6738
C 1.303 2.174 0.856 -0.1985
C 0.376 2.761 1.780 -0.5611
H -0.346 3.540 1.543 0.5510
H 0.198 2.530 4.027 0.5266
H 2.988 0.722 1.177 0.4922
H 1.452 2.479 -0.173 0.7176
C -1.775 0.293 3.383 -0.0540
C -2.043 1.491 2.646 -1.2262
C -2.318 1.130 1.293 -0.2227
H -2.113 2.494 3.069 0.5555
C -2.244 -0.300 1.194 -0.2031
C -1.938 -0.813 2.487 -1.1228
H -1.927 -1.866 2.764 0.5726
H -1.619 0.228 4.459 0.6573
H -2.686 1.804 0.522 0.8333
H -2.498 -0.899 0.320 0.5049
O 0.418 -0.601 -5.147 -0.3784
C -0.137 0.272 -6.174 -0.4064
C 0.195 -0.268 -7.565 -0.5068
H 0.292 1.276 -6.045 0.2676
H -1.220 0.372 -6.006 0.2457
C 1.252 -1.368 -7.300 -0.5016
H 0.581 0.531 -8.206 0.2940
H -0.695 -0.710 -8.023 0.2592
C 1.121 -1.674 -5.806 -0.5799
H 2.248 -0.968 -7.528 0.2686
H 1.070 -2.260 -7.905 0.2983
H 2.086 -1.817 -5.312 0.2856
H 0.536 -2.588 -5.668 0.3012
Cl 0.389 -2.504 9.028 -0.1883
C 0.601 -2.377 7.330 0.3796
C 0.851 -3.530 6.565 -0.6421
C 1.017 -3.410 5.183 -0.8766
C 0.930 -2.162 4.552 0.3634
C 0.676 -1.024 5.330 0.4610
C 0.511 -1.121 6.713 -1.1900
C 1.125 -2.131 3.050 0.0403
O 1.682 -3.088 2.524 -0.6238
O 0.675 -1.086 2.388 -0.3139
H 0.911 -4.497 7.052 0.4395
H 1.215 -4.291 4.577 0.4822
H 0.601 -0.046 4.855 0.5761
H 0.306 -0.236 7.307 0.4092
```

## Properties
- ⟨S²⟩ = 0.81
- HOMO level (spin up / spin down) (eV) = -11.45 / -11.45
- spin multiplicity = 2
- charge = +1
- relative energy (zero: lowest compared OMol25 entry of this formula, charge and spin) (kJ/mol) = 0.0
- orbital gap (spin up / spin down) (eV) = 7.0 / 7.6



(2)
Formula: C31H35BF3NO2
Source: OMol25
Level of theory: ωB97M-V with the def2-TZVPD basis set

Structure (XYZ):
```
73
Properties=species:S:1:pos:R:3:mulliken_charge:R:1
C -0.125 -2.799 2.040 -1.6577
C -1.270 -1.830 1.912 1.2703
C -2.546 -2.403 2.554 -1.7542
C -0.957 -0.295 2.307 2.1651
C -1.368 0.109 3.705 -1.9352
C 0.506 0.086 2.079 -1.7867
O -1.763 0.465 1.390 -0.4358
B -2.349 -0.563 0.641 1.0469
C -3.797 -0.534 0.210 0.0404
C -4.330 -1.671 -0.416 -0.6907
C -5.636 -2.002 -0.110 -0.7087
C -6.349 -1.181 0.757 0.3499
C -7.644 -1.648 1.321 0.7910
F -7.758 -1.305 2.642 -0.2649
F -8.709 -1.093 0.670 -0.2556
F -7.787 -3.001 1.251 -0.2782
C -5.888 0.069 1.143 -0.7150
C -4.594 0.432 0.830 -0.6531
C -0.174 0.742 -1.581 1.7043
C -1.359 0.169 -2.619 -1.3439
O -1.557 -1.704 0.483 -0.4776
H 0.164 -2.874 3.094 0.3138
H -0.456 -3.786 1.693 0.4717
H 0.745 -2.496 1.440 0.2684
H -2.386 -2.662 3.601 0.4003
H -3.402 -1.714 2.484 0.0984
H -2.827 -3.307 1.998 0.4298
H -0.856 -0.509 4.451 0.3294
H -1.086 1.157 3.858 0.4660
H -2.453 0.029 3.833 0.3505
H 1.151 -0.437 2.792 0.3049
H 0.849 -0.139 1.059 0.2455
H 0.627 1.164 2.237 0.5146
H -3.717 -2.289 -1.075 0.4272
H -6.065 -2.919 -0.496 0.4245
H -6.506 0.735 1.735 0.4053
H -4.189 1.402 1.113 0.4532
H -0.636 1.603 -1.066 0.8313
H -0.161 -0.113 -0.961 -2.3741
H -1.247 0.382 -3.671 0.5252
H -1.442 -0.918 -2.500 0.1990
H -2.314 0.617 -2.282 0.2559
C 3.611 5.385 -1.483 -0.9238
N 3.297 3.979 -1.255 0.1793
C 2.109 3.326 -1.534 -1.4528
C 2.249 1.955 -1.312 0.1161
C 1.290 0.892 -1.800 0.9766
C 2.078 -0.406 -2.081 -0.6712
C 3.191 -0.372 -2.944 0.3368
C 3.958 -1.523 -3.180 -0.7940
C 3.626 -2.710 -2.511 -0.5151
C 2.519 -2.764 -1.665 -0.9198
C 1.731 -1.619 -1.467 0.0362
C 3.577 1.785 -0.708 0.8058
C 4.366 0.729 -0.248 0.1266
C 5.726 0.923 0.059 -0.9455
C 6.327 2.186 -0.024 -0.6014
C 5.557 3.294 -0.423 -1.0382
C 4.212 3.061 -0.735 0.2813
H 4.633 5.576 -1.137 0.2590
H 3.540 5.627 -2.551 0.3242
H 2.915 6.020 -0.922 0.3217
H 1.270 3.879 -1.945 0.5076
H 0.701 1.262 -2.645 0.4535
H 3.475 0.553 -3.457 0.4101
H 4.809 -1.487 -3.871 0.3860
H 4.212 -3.621 -2.679 0.3679
H 2.237 -3.678 -1.141 0.4305
H 0.850 -1.655 -0.829 0.3991
H 3.911 -0.259 -0.147 0.4058
H 6.335 0.073 0.375 0.3861
H 7.375 2.322 0.202 0.4015
H 5.974 4.299 -0.483 0.1984
```

## Properties
- HOMO level (eV) = -7.16
- spin multiplicity = 1
- relative energy (zero: lowest compared OMol25 entry of this formula, charge and spin) (kJ/mol) = 151.4
- orbital gap (eV) = 7.2



(3)
Formula: C4H12N2
Source: OMol25
Level of theory: ωB97M-V with the def2-TZVPD basis set

Structure (XYZ):
```
18
Properties=species:S:1:pos:R:3:mulliken_charge:R:1
C 0.307 -0.434 2.109 -0.6507
N 0.996 0.466 1.115 -0.4162
C 0.566 0.125 -0.191 0.1009
C 0.437 -1.393 -0.490 -1.3363
C -0.845 0.787 -0.463 -0.6406
N -1.229 0.729 -2.007 -0.6348
H 0.362 -0.066 3.064 0.3345
H -0.750 -0.370 1.681 0.1829
H 0.691 -1.461 2.026 0.2404
H 2.011 0.367 1.182 0.2917
H 1.266 0.471 -0.923 0.4338
H -0.556 -1.775 -0.439 0.3022
H 1.143 -1.959 0.140 0.3760
H 0.559 -1.630 -1.564 0.3994
H -1.591 0.354 0.183 0.2610
H -0.632 1.881 -0.299 0.3271
H -1.739 -0.097 -2.137 0.2056
H -1.925 1.412 -2.453 0.2229
```

## Properties
- HOMO level (eV) = -8.78
- spin multiplicity = 1
- relative energy (zero: lowest compared OMol25 entry of this formula, charge and spin) (kJ/mol) = 174.8
- SMILES = CN[C@@H](C)CN
- orbital gap (eV) = 9.9



(4)
Formula: C4H6O2
Source: OMol25
Level of theory: ωB97M-V with the def2-TZVPD basis set

Structure (XYZ):
```
12
Properties=species:S:1:pos:R:3:mulliken_charge:R:1
C -0.518 1.211 -0.093 -0.4625
O -1.296 0.080 -0.474 -0.3729
C -0.741 -1.141 -0.072 -0.4850
C 0.730 -0.747 0.248 -0.1173
O 1.355 -0.127 -0.879 -0.4338
C 0.850 0.677 0.171 -0.0552
H -0.516 1.905 -0.943 0.2552
H -0.954 1.656 0.810 0.2700
H -1.226 -1.627 0.760 0.3095
H -0.672 -1.818 -1.022 0.2339
H 1.436 -1.376 0.764 0.4533
H 1.551 1.306 0.729 0.4047
```

## Properties
- HOMO level (eV) = -9.95
- spin multiplicity = 1
- relative energy (zero: lowest compared OMol25 entry of this formula, charge and spin) (kJ/mol) = 214.8
- SMILES = C1OC[C@H]2O[C@@H]12
- orbital gap (eV) = 11.0